Model P:
The ion C4H10N2O with charge -1. Source: OMol25; level of theory: wB97M-V/def2-TZVPD.

The geometry in ORCA input format:
```
! RIJCOSX wB97M-V def2-TZVPD def2/J DEFGRID3
* xyz -1 2
O 3.488 0.683 0.370
N -1.838 -1.756 -0.098
N -0.806 0.953 1.129
C 2.243 0.924 0.614
C -1.134 -0.594 -0.702
C -0.099 -0.026 0.312
C 1.184 0.483 -0.384
H -0.604 -0.895 -1.614
H -2.368 -2.157 -0.882
H -0.258 1.564 1.724
H 1.602 -0.363 -0.953
H -1.928 0.091 -1.016
H -1.241 -2.573 0.022
H -1.149 1.666 0.486
H 0.848 1.225 -1.140
H 0.259 -0.899 0.862
H 1.800 1.674 1.270
*
```

Properties
LUMO energy (spin up / spin down) ... 3.80 / 3.78 eV
Kohn-Sham gap (spin up / spin down) ... 3.63 / 6.82 eV

Model Q:
The ion C4H10N2O with charge -1. Source: OMol25; level of theory: wB97M-V/def2-TZVPD.

The geometry in ORCA input format:
```
! RIJCOSX wB97M-V def2-TZVPD def2/J DEFGRID3
* xyz -1 2
O -0.011 3.058 -0.366
N -0.267 -0.397 -0.438
N -1.623 1.779 0.611
C 1.029 -2.072 0.855
C -0.706 2.059 -0.352
C 1.054 -0.740 0.108
C -0.422 0.733 -1.262
H 0.492 1.125 -1.759
H -0.743 -1.199 -0.834
H 2.031 -2.455 1.003
H 0.387 -2.120 1.744
H 1.224 0.000 0.888
H -1.617 0.792 0.848
H -1.331 0.661 -1.857
H -1.964 2.443 1.284
H 1.810 -0.765 -0.676
H 0.656 -2.902 0.204
*
```

Properties
LUMO energy (spin up / spin down) ... 3.97 / 3.90 eV
Kohn-Sham gap (spin up / spin down) ... 2.70 / 9.06 eV

It is model Q that is the most stable of them.